[1]
The following is a quantum chemistry calculation of 10 unconnected molecules or ions with the total composition C35H47N4O27, from the OMol25 dataset.

Output
- Maximum force: 8.26 eV/A
- Orbital gap: 6.6 eV
- E_LUMO: -5.37 eV
- Total charge: +1
- Highest occupied orbital energy: -11.99 eV

Geometry as XYZ:
```
113
Properties=species:S:1:pos:R:3:forces:R:3
C -3.32143 -2.65186 1.83954 0.27 0.16 -0.60
C -1.98692 -2.10694 1.13983 -1.88 -0.75 -2.61
C -1.88686 -2.06271 -0.48471 -5.01 -1.50 2.85
N -0.66636 -1.61276 -1.25963 -0.17 -1.12 -0.19
C -0.27482 -0.30644 -1.41645 2.07 5.57 0.08
N -0.87904 0.77490 -2.30601 -1.28 -4.63 3.87
C -1.26175 1.82490 -1.24523 0.07 0.22 0.54
C 0.06194 1.70658 -0.23905 -0.87 0.71 0.32
N 0.83007 0.46104 -0.71379 -4.00 -2.73 0.19
C -3.27487 -2.59918 -1.14596 1.11 0.58 3.06
C -4.48512 -3.04971 -0.19725 0.75 0.22 -0.05
N -4.61748 -3.12959 1.28379 6.60 2.55 -4.27
H -3.28578 -2.68550 3.03480 -0.03 0.15 -2.97
H -1.07577 -1.74445 1.79256 -2.14 -0.91 -1.34
H -0.05186 -2.37408 -1.65903 -0.74 1.21 1.01
H -1.75663 0.27472 -2.60756 0.92 1.08 -0.30
H -2.27489 1.46936 -0.75332 2.26 1.11 -0.83
H -1.40299 2.88997 -1.72058 0.42 -2.35 0.99
H 0.66904 2.70715 -0.32240 -1.14 -2.36 0.48
H -0.20410 1.36890 0.87432 0.27 1.68 -2.39
H 1.12673 -0.00157 0.19122 -0.02 0.03 -1.74
H -3.38390 -2.64971 -2.31801 0.10 0.05 2.69
H -5.47694 -3.38977 -0.77352 2.51 0.80 1.37
C 5.62496 -0.84142 0.54264 1.28 -0.11 -0.61
C 4.47226 -1.45658 -0.18252 0.21 -0.42 -1.37
O 3.47391 -1.55289 0.81555 -0.28 0.65 1.07
C 3.76790 -0.61487 1.76283 -1.04 0.61 1.59
O 3.02528 -0.30567 2.67967 1.32 -0.57 -1.97
O 5.00023 -0.06771 1.54963 -1.60 -0.23 0.27
H 6.23693 -0.21019 -0.10750 -0.17 0.00 0.20
H 6.26683 -1.58980 1.01910 -0.06 0.05 -0.03
H 4.10140 -0.82112 -0.99366 0.13 -0.03 0.11
H 4.71363 -2.44366 -0.58632 -0.17 0.12 0.18
C 3.26246 3.18806 -1.36537 -0.35 0.81 0.78
C 3.24249 3.49785 -2.82709 -0.68 0.98 -0.54
O 4.33802 2.75794 -3.33154 0.37 -1.22 0.80
C 4.56465 1.73657 -2.45456 1.37 -1.35 -0.79
O 5.32502 0.80590 -2.66283 -1.60 1.80 0.60
O 3.82896 1.89210 -1.31524 0.54 -0.60 -0.62
H 2.26143 3.19082 -0.92540 0.42 -0.10 -0.08
H 3.90141 3.87520 -0.80087 -0.07 -0.04 -0.10
H 2.32602 3.15044 -3.31563 0.05 -0.06 0.02
H 3.36974 4.56513 -3.02803 0.15 -0.26 -0.02
C -4.68141 4.13988 -3.80227 -0.36 -0.08 -1.34
C -5.16457 5.29517 -2.98688 -0.51 1.03 -0.50
O -5.09481 4.80876 -1.65998 0.90 -1.15 0.35
C -4.17150 3.80321 -1.65390 0.24 -0.47 1.77
O -3.73630 3.27390 -0.64488 -0.86 1.03 -2.01
O -3.79836 3.46829 -2.92357 0.17 -0.02 1.21
H -4.15859 4.45917 -4.70800 0.04 -0.18 0.22
H -5.49073 3.45670 -4.08039 0.09 0.06 0.06
H -4.51416 6.17161 -3.07701 -0.06 -0.09 0.03
H -6.18806 5.58450 -3.24070 0.17 -0.07 0.23
C 7.70418 5.76311 -4.53469 1.14 -0.04 -0.37
C 6.55148 5.14795 -5.25985 0.09 -0.48 -1.17
O 5.55313 5.05163 -4.26178 0.02 0.79 0.93
C 5.84712 5.98966 -3.31451 -0.96 0.70 1.48
O 5.10450 6.29886 -2.39767 1.36 -0.78 -1.82
O 7.07945 6.53682 -3.52770 -1.23 -0.24 0.41
H 8.31615 6.39434 -5.18483 -0.13 0.01 0.26
H 8.34605 5.01473 -4.05823 -0.07 0.07 -0.04
H 6.18062 5.78341 -6.07099 0.03 -0.04 0.10
H 6.79285 4.16086 -5.66366 -0.21 0.11 0.16
C -8.12279 -1.22316 -1.14724 -0.01 -0.05 1.27
C -8.24871 -2.40479 -2.05327 -0.09 -1.04 0.32
O -8.83372 -1.85911 -3.22036 0.28 1.07 -0.24
C -8.53296 -0.52753 -3.22972 -0.51 1.26 -1.80
O -8.73425 0.21740 -4.17431 0.44 -1.54 2.04
O -7.97698 -0.13893 -2.04508 -0.19 0.02 -1.09
H -7.25612 -1.29699 -0.48461 -0.08 0.20 -0.13
H -9.02111 -1.06255 -0.54201 0.14 -0.13 -0.08
H -7.27696 -2.83738 -2.31375 -0.01 0.02 -0.06
H -8.88434 -3.18758 -1.63033 -0.01 0.17 -0.20
C 7.41195 -0.11412 4.90889 -0.51 0.72 0.83
C 7.39199 0.19567 3.44717 -0.73 0.73 -0.45
O 8.48751 -0.54424 2.94271 0.44 -0.81 0.50
C 8.71415 -1.56561 3.81970 1.82 -2.07 -0.57
O 9.47452 -2.49627 3.61142 -1.83 2.16 0.50
O 7.97846 -1.41008 4.95902 0.49 -0.37 -0.76
H 6.41092 -0.11136 5.34886 0.19 -0.14 0.00
H 8.05091 0.57302 5.47338 -0.04 -0.04 -0.04
H 6.47551 -0.15174 2.95862 0.33 0.14 0.32
H 7.51924 1.26295 3.24623 0.10 -0.22 -0.08
C -1.74971 -6.34695 1.29713 -0.51 0.46 0.87
C -1.76967 -6.03717 -0.16459 -0.55 0.65 -0.55
O -0.67415 -6.77707 -0.66905 0.29 -0.48 0.40
C -0.44751 -7.79844 0.20794 1.86 -2.44 -0.35
O 0.31286 -8.72911 -0.00034 -1.87 2.35 0.48
O -1.18320 -7.64291 1.34726 0.43 -0.17 -0.76
H -2.75074 -6.34419 1.73710 0.21 -0.15 0.01
H -1.11075 -5.65981 1.86162 -0.03 -0.03 -0.04
H -2.68615 -6.38457 -0.65314 0.05 0.03 0.05
H -1.64242 -4.96988 -0.36553 0.07 -0.19 -0.07
C 7.41675 -1.57754 8.32533 -0.46 -0.72 -0.75
C 8.76415 -1.65008 8.96739 0.78 -0.90 -0.06
O 8.98407 -0.32523 9.41295 -0.79 0.63 0.07
C 7.75626 0.25350 9.55857 -0.34 2.37 1.24
O 7.56322 1.33551 10.08741 0.42 -2.49 -1.27
O 6.77325 -0.53671 9.03633 0.46 0.65 0.49
H 6.85954 -2.51362 8.41974 -0.04 0.26 0.03
H 7.47198 -1.30119 7.26719 0.04 -0.11 0.21
H 8.77947 -2.32137 9.83251 -0.02 0.07 -0.07
H 9.54376 -1.95761 8.26504 -0.04 0.18 0.18
C -12.56119 -0.68357 -2.57909 -0.28 0.18 -1.26
C -13.26727 0.04190 -1.47993 -0.76 0.89 -0.16
O -12.98391 -0.74315 -0.33734 0.97 -0.79 0.03
C -11.83538 -1.43139 -0.60353 0.80 -1.07 1.60
O -11.21057 -2.07461 0.22325 -1.13 1.34 -1.79
O -11.47708 -1.30505 -1.91469 0.10 -0.18 1.15
H -12.20139 -0.00800 -3.35998 0.12 -0.22 0.14
H -13.18530 -1.45766 -3.03773 0.07 0.06 0.07
H -12.87128 1.05079 -1.32302 -0.02 -0.10 -0.01
H -14.34568 0.10569 -1.64908 0.18 -0.07 0.21
```
Forces are in eV/Å.

Atomic partial charges in e from the Mulliken method, atoms 1 to 6:
1 C -0.28
2 C -0.21
3 C 0.19
4 N -0.05
5 C -0.01
6 N -0.36

[2]
The following is a quantum chemistry calculation of 3 unconnected molecules or ions with the total composition C35H47NO11P2, from the OMol25 dataset.

Output
- Maximum force: 5.76 eV/A
- Orbital gap: 6.2 eV
- E_LUMO: -1.75 eV
- SMILES: CC(=O)N(C)CCCCc1cc2c(c(Cc3ccc(C)cc3)c1P(=O)(O)O)C(=O)c1c(cccc1P(=O)(O)O)C2=O.CC(C)O.CC(C)O
- Highest occupied orbital energy: -7.92 eV

Geometry as XYZ:
```
96
Properties=species:S:1:pos:R:3:forces:R:3
C 2.23790 -1.61140 3.68095 -0.07 -0.50 -0.09
C 3.27951 -2.82615 3.74271 3.07 0.22 -3.55
O 4.15012 -2.86963 2.81879 -3.38 -0.01 3.42
N 3.35031 -3.86626 4.79351 -2.12 1.98 0.63
C 2.89317 -3.16101 6.05278 0.08 0.67 1.07
C 2.37660 -4.97911 4.57100 -0.13 -1.49 -0.60
C 2.40181 -5.56582 3.04860 -1.18 0.43 0.82
C 1.07465 -4.93119 2.33477 0.57 -0.99 0.04
C 1.17036 -4.91471 0.73057 -0.54 -0.15 -0.05
C 0.63726 -3.57411 0.04319 -0.94 2.20 -0.91
C -0.45131 -2.76944 0.79650 0.72 1.64 -2.33
C -1.04115 -1.45560 0.23754 2.42 -1.97 -1.88
C -0.52482 -0.97398 -1.17365 0.08 -1.48 1.31
C 0.53954 -1.76827 -2.00439 -0.75 -1.27 2.50
C 0.99156 -1.25417 -3.45440 -0.62 1.14 0.89
C 2.25387 -0.28808 -3.31452 2.78 3.12 -0.48
C 3.54343 -0.57977 -2.51031 -0.43 2.34 -1.20
C 4.72590 0.43440 -2.37791 -3.84 0.63 -2.27
C 4.61721 1.82844 -3.09180 -2.03 -2.87 0.25
C 5.82532 2.85145 -2.89030 -1.23 0.29 -0.17
C 3.34692 2.12449 -3.94638 0.08 -2.85 1.34
C 2.17551 1.08956 -4.06395 2.97 -1.04 2.09
C 1.14711 -3.08002 -1.36853 -3.55 1.72 1.44
P 2.47056 -4.14418 -2.16862 5.02 -0.58 2.77
O 3.70078 -4.08191 -1.22568 -3.64 -0.10 -2.66
O 2.05299 -5.82036 -2.23461 -0.83 3.28 -1.11
O 3.01127 -3.60557 -3.68625 -2.37 -1.81 1.65
C -1.18296 0.40192 -1.68267 0.93 1.35 -1.09
O -0.58119 1.26478 -2.36847 -1.88 -3.00 2.14
C -2.67986 0.73332 -1.25051 -3.29 -0.10 2.15
C -3.17077 0.21442 0.15504 -1.45 1.10 -0.97
C -4.58162 0.50213 0.72177 0.58 1.51 -2.95
C -5.59549 1.34018 -0.10619 4.04 -0.69 -1.98
C -5.13385 1.84662 -1.49215 1.87 -1.39 1.86
C -3.69849 1.55833 -2.06802 -0.75 -0.55 3.22
P -3.25436 2.27704 -3.74736 0.44 -0.90 -3.31
O -2.90887 1.20953 -4.78798 -0.81 2.68 2.89
O -4.65588 3.14320 -4.27719 2.98 -0.25 2.02
O -2.03780 3.49542 -3.59592 -2.80 -2.11 1.50
C -2.16205 -0.63985 1.06576 -0.04 -0.23 1.37
O -2.24971 -0.70783 2.32610 0.24 0.14 -4.89
H 2.23894 -1.22622 2.59473 0.23 -0.60 1.83
H 1.18415 -2.00422 3.89229 1.38 0.73 0.02
H 2.52700 -0.76860 4.41736 -0.57 -1.45 -1.21
H 3.44785 -2.15691 6.20008 -0.70 -1.75 -0.32
H 3.08265 -3.79103 6.98723 -0.14 0.68 -1.45
H 1.77094 -2.90863 6.04171 1.44 -0.41 -0.07
H 2.61945 -5.84239 5.29393 -0.12 1.49 -0.95
H 1.30139 -4.64708 4.84641 1.46 -0.44 -0.54
H 3.35406 -5.26800 2.49428 -1.28 -0.46 0.88
H 2.29607 -6.71120 3.14669 0.31 1.84 -0.46
H 0.20606 -5.63107 2.61002 1.08 1.35 -0.13
H 0.93012 -3.90958 2.82091 0.01 -1.33 -1.03
H 0.49689 -5.76889 0.33049 1.06 1.35 0.56
H 2.23653 -5.20326 0.44641 -1.44 0.88 0.05
H -0.84633 -3.10894 1.82441 0.83 0.50 -1.94
H 1.10099 -2.08354 -4.23110 0.12 0.99 1.41
H 0.11869 -0.59291 -3.83117 1.49 -1.04 0.58
H 3.60646 -1.59069 -1.97289 0.14 1.75 -0.77
H 5.62262 0.10207 -1.75827 -1.36 0.74 -1.00
H 5.43036 3.91396 -3.12380 0.75 -1.68 0.28
H 6.18208 2.86334 -1.79044 -0.49 -0.23 -1.91
H 6.66986 2.60104 -3.61634 -1.05 0.37 1.14
H 3.25543 3.12523 -4.50943 0.17 -1.81 1.19
H 1.23276 1.29741 -4.69171 1.75 -0.12 1.15
H 1.21020 -5.92671 -2.73550 0.62 -0.14 0.47
H 2.55582 -4.13904 -4.37730 0.49 0.55 0.28
H -4.89038 0.13710 1.76179 0.76 0.59 -1.73
H -6.64055 1.62438 0.23967 1.70 -0.62 -0.33
H -5.85128 2.49508 -2.11717 1.37 -1.27 1.03
H -4.51130 4.04309 -3.88987 -0.43 -0.71 -0.60
H -1.86507 3.49793 -2.61530 0.28 0.14 -1.20
C -7.40303 1.72352 5.57684 -0.15 0.28 0.06
C -7.00758 1.30519 4.16960 0.22 -0.42 0.56
C -7.21849 -0.18584 3.95548 -0.09 -0.09 -0.24
O -5.63565 1.62743 3.94692 0.04 0.12 -0.29
H -6.79363 1.20490 6.32402 -0.07 -0.11 -0.09
H -7.23578 2.79432 5.72025 -0.06 -0.08 -0.07
H -8.45593 1.50470 5.77269 0.08 0.01 0.03
H -7.59622 1.86823 3.43965 0.23 0.05 -0.01
H -6.60280 -0.77044 4.64660 -0.08 0.09 0.07
H -6.91979 -0.47511 2.94390 -0.10 0.04 0.04
H -8.26580 -0.46171 4.10283 0.08 -0.03 -0.01
H -5.10568 1.13441 4.58810 -0.10 0.10 -0.11
C 0.96881 6.69215 -2.66816 -0.19 -0.10 0.22
C 2.34956 6.12853 -2.96423 -0.22 0.46 -0.43
C 3.32335 7.22773 -3.35926 0.29 0.00 0.08
O 2.25578 5.17571 -4.02084 0.07 -0.16 0.00
H 0.55079 7.18577 -3.55160 0.13 0.06 0.03
H 0.27703 5.89007 -2.39697 0.11 0.04 0.02
H 1.00477 7.41508 -1.84894 -0.03 -0.02 -0.07
H 2.72786 5.60128 -2.08398 -0.03 -0.15 -0.20
H 2.98695 7.73995 -4.26661 -0.11 0.01 0.10
H 4.30813 6.80713 -3.58026 -0.08 0.01 0.09
H 3.42982 7.96666 -2.56078 0.00 -0.01 -0.08
H 1.92161 5.63181 -4.80522 0.03 -0.05 0.17
```
Forces are in eV/Å.

Atomic partial charges in e from the Mulliken method, atoms 1 to 6:
1 C -0.82
2 C 0.46
3 O -0.56
4 N 0.00
5 C -0.89
6 C -0.68